Entry 1:
{
  "formula": "C24H43GdN2P3S2",
  "method": "ωB97M-V with the def2-TZVPD basis set",
  "symbols": ["Gd", "P", "P", "P", "H", "C", "C", "H", "C", "C", "C", "C", "C", "C", "C", "C", "C", "H", "H", "H", "H", "H", "H", "H", "H", "H", "H", "H", "H", "H", "H", "H", "H", "H", "H", "H", "H", "H", "H", "H", "H", "H", "H", "H", "H", "H", "C", "C", "C", "C", "C", "C", "S", "H", "H", "H", "H", "H", "H", "N", "C", "N", "C", "C", "C", "C", "C", "C", "S", "H", "H", "H", "H", "H", "H"],
  "positions_angstrom": [[1.0286, -0.9565, -0.5740], [2.1510, 1.4738, 0.7638], [-1.5259, 0.2303, 1.6621], [-1.7501, 3.4164, -2.7877], [2.1385, -1.5226, -4.7160], [1.5132, -0.7187, -4.3101], [1.9456, 0.0404, -3.2195], [2.4451, -0.4613, -2.3469], [3.7510, 1.0136, 1.5490], [1.5409, 2.5964, 2.1013], [2.7224, 2.7817, -0.3890], [-3.2792, -0.3335, 1.4765], [-1.2945, -0.3812, 3.3903], [-1.9111, 1.9805, 2.0487], [-2.1978, 4.8081, -3.8291], [-0.8320, 3.9306, -1.3184], [-3.0739, 2.3424, -2.2348], [0.7189, -0.3843, -4.9864], [2.3357, 1.0476, -3.4220], [4.2620, 0.2700, 0.9244], [3.5713, 0.5827, 2.5431], [4.3769, 1.9134, 1.6417], [1.0163, 2.0198, 2.8757], [0.8505, 3.3429, 1.6819], [2.3878, 3.1255, 2.5707], [2.7769, 2.3820, -1.4057], [3.7143, 3.1374, -0.0854], [2.0275, 3.6276, -0.3855], [-3.8857, 0.1606, 2.2483], [-3.3598, -1.4206, 1.6112], [-3.6655, -0.0527, 0.4862], [-2.1054, 0.0325, 4.0111], [-0.3215, -0.0468, 3.7800], [-1.3399, -1.4809, 3.4048], [-2.6062, 2.0159, 2.8928], [-2.3722, 2.4716, 1.1864], [-1.0105, 2.5336, 2.3201], [-3.1212, 5.3256, -3.5103], [-2.3411, 4.4472, -4.8684], [-1.3817, 5.5593, -3.8525], [-1.0356, 4.9895, -1.0560], [0.2444, 3.7980, -1.4818], [-1.1305, 3.2788, -0.4868], [-4.0489, 2.7233, -2.5685], [-3.0481, 2.2966, -1.1380], [-2.8908, 1.3270, -2.6131], [-0.6135, -1.1896, -2.6175], [-1.9023, -1.5253, -3.0833], [-2.2327, -2.8513, -3.3348], [-1.2823, -3.8843, -3.1655], [-0.0097, -3.5740, -2.7252], [0.3615, -2.2485, -2.4748], [-0.2209, 0.5161, -2.5732], [-0.9179, 2.5578, -3.5600], [-2.5783, -0.6976, -3.3364], [-3.2342, -3.0712, -3.7117], [-1.5519, -4.9132, -3.4357], [0.7697, -4.3355, -2.6516], [1.4587, -2.0937, -2.3512], [-0.6736, -2.8076, 0.1174], [0.1174, -3.1855, 1.2393], [1.0178, -2.3323, 1.6764], [1.5914, -2.7746, 2.8846], [2.3451, -1.9902, 3.7536], [2.7339, -2.5632, 4.9596], [2.4354, -3.9061, 5.2689], [1.6464, -4.6696, 4.3986], [1.1799, -4.0713, 3.2311], [-0.0059, -4.6975, 2.0729], [-0.9114, -3.6458, -0.4248], [-1.5651, -2.3411, 0.3459], [2.5680, -0.9693, 3.4319], [3.2872, -1.9665, 5.6519], [2.8103, -4.3362, 6.1967], [1.3872, -5.6961, 4.6330]],
  "atomic_forces_ev_per_a": [[-0.349, 0.773, 3.961], [0.671, 1.256, 0.928], [-0.514, -0.214, 0.490], [0.557, 0.093, -0.222], [-0.440, -0.146, 0.549], [1.379, -0.556, -1.420], [-0.891, 0.774, -0.675], [0.517, 0.242, -0.718], [-0.018, -0.354, -0.217], [-0.350, -0.197, 0.132], [0.065, -0.135, -0.460], [0.122, 0.038, -0.320], [0.253, 0.072, -0.192], [0.240, 0.230, -0.121], [-0.213, 0.440, -0.625], [0.200, 0.243, 0.207], [-0.547, -0.072, 0.037], [0.503, 0.127, 0.291], [-0.523, -0.118, 0.529], [0.123, 0.149, 0.256], [0.131, 0.137, -0.322], [-0.173, -0.354, 0.040], [0.191, 0.224, -0.131], [0.205, -0.254, 0.170], [-0.263, -0.239, -0.293], [0.167, 0.210, 0.020], [-0.255, -0.001, -0.146], [0.165, -0.175, 0.037], [0.092, -0.229, -0.204], [-0.059, 0.228, -0.086], [-0.014, -0.168, 0.262], [0.323, -0.232, -0.130], [-0.304, -0.216, 0.010], [0.091, 0.342, 0.097], [0.030, 0.046, -0.156], [-0.029, -0.024, 0.130], [-0.220, -0.042, -0.029], [0.403, -0.364, 0.035], [-0.004, 0.150, 0.573], [-0.315, -0.519, 0.125], [0.054, -0.612, -0.207], [-0.279, 0.180, -0.059], [0.117, 0.227, -0.186], [0.212, -0.243, 0.096], [-0.133, 0.064, -0.323], [-0.231, 0.420, 0.019], [0.093, -1.113, -1.292], [0.524, -0.106, 0.245], [0.016, -0.220, 0.022], [-0.769, 0.173, -0.089], [0.519, 0.088, -0.240], [-1.239, -0.187, -1.948], [1.011, -0.175, 1.067], [-0.319, 0.815, 0.230], [0.136, -0.618, 0.209], [0.375, -0.065, 0.081], [0.161, 0.482, 0.209], [-0.325, 0.085, -0.042], [-0.702, -0.401, -0.490], [-0.307, -0.636, 0.073], [0.570, 0.317, 0.708], [-0.804, -0.069, -0.350], [-0.776, -0.163, -0.580], [-0.011, -0.347, -0.141], [-0.158, -0.200, -0.609], [-0.342, 0.118, -0.630], [0.276, 0.091, 0.434], [0.126, -0.048, 0.046], [0.483, 0.763, 0.369], [0.016, 0.489, 0.023], [0.568, -0.259, 0.275], [0.057, -0.368, 0.472], [0.295, 0.164, 0.376], [-0.180, 0.071, -0.261], [0.019, 0.115, 0.084]],
  "lumo_ev": [-8.604, -9.865],
  "charge": 3,
  "e_above_lowest_ev": 0.251,
  "orbital_gap_ha": [0.2712, 0.1763],
  "e_homo_ev": [-15.98, -14.66],
  "s2": 16.5368,
  "spin_multiplicity": 8
}


Entry 2:
{
  "formula": "H4IO2Zn2",
  "method": "ωB97M-V with the def2-TZVPD basis set",
  "symbols": ["Zn", "Zn", "I", "O", "H", "H", "O", "H", "H"],
  "positions_angstrom": [[1.5279, -0.0874, 1.0940], [-2.3810, -0.2617, -0.4945], [-0.4267, 0.3543, -0.0027], [0.1964, 1.0025, -2.8057], [0.1714, 0.1166, -3.1674], [-0.0270, 0.8908, -1.8817], [0.6459, -0.6531, 2.2159], [0.5417, -0.7841, 3.1584], [-0.2486, -0.5779, 1.8837]],
  "atomic_forces_ev_per_a": [[12.168, 4.012, -8.045], [-7.151, -2.210, -2.129], [1.627, 4.076, -1.044], [-0.196, 0.267, 0.322], [0.232, -0.419, -0.737], [0.456, 0.642, -1.880], [-6.509, -5.275, 11.074], [0.670, -0.484, 1.625], [-1.298, -0.609, 0.814]],
  "lumo_ev": -17.167,
  "charge": 3,
  "e_above_lowest_ev": 5.938,
  "orbital_gap_ha": 0.1962,
  "e_homo_ev": -22.50
}


Entry 3:
{
  "formula": "C5H8N",
  "method": "ωB97M-V with the def2-TZVPD basis set",
  "symbols": ["C", "C", "C", "C", "C", "N", "H", "H", "H", "H", "H", "H", "H", "H"],
  "positions_angstrom": [[-0.2245, 0.5739, -0.1730], [0.7880, -0.2098, -0.3844], [2.1833, -1.9465, -1.1779], [2.0197, -0.6360, -0.8537], [-2.2032, 1.2494, 1.1247], [-0.9231, 0.5430, 0.9780], [-0.7266, 0.8907, -1.1489], [3.0341, -2.2669, -1.6874], [1.3474, -2.7023, -1.0729], [2.7140, 0.1969, -1.0073], [-2.6234, 0.8616, 2.0657], [-2.2101, 2.3747, 1.1043], [-2.9113, 0.7930, 0.4892], [-0.2643, 0.2784, 1.7436]],
  "atomic_forces_ev_per_a": [[-2.003, -0.926, -0.824], [1.391, -0.606, -1.643], [-2.354, -0.069, 0.046], [-0.508, 0.954, 0.536], [0.300, 0.030, 2.065], [1.064, 1.046, 0.585], [0.664, -0.130, 1.241], [1.540, -0.595, -0.514], [1.082, 1.103, 0.203], [0.529, -0.861, -0.026], [0.370, 0.736, 0.140], [0.278, -1.257, -0.064], [-0.564, -0.048, -1.533], [-1.787, 0.623, -0.215]],
  "lumo_ev": -6.718,
  "charge": 1,
  "e_above_lowest_ev": 4.464,
  "orbital_gap_ha": 0.2423,
  "e_homo_ev": -13.31
}